--- w ---
Formula: C2H4N3
Source: OMol25
Level of theory: ωB97M-V with the def2-TZVPD basis set

ORCA input file:
```
! wB97M-V def2-TZVPD RIJCOSX def2/J DEFGRID3
* xyz 1 1
C -2.4437 0.2158 0.9498
C 0.0760 -1.3894 -0.1588
N -1.3483 -0.0263 0.1340
N -2.3812 -0.1439 -0.6856
N -3.1481 0.7841 0.0439
H 0.8514 -1.3912 0.6070
H 0.5809 -0.9424 -0.9966
H -0.4596 -2.3567 -0.1332
H -4.2051 0.6087 0.0647
*
```

Kohn-Sham gap (spin up / spin down): 9.11 / 9.11 eV

=====

--- x ---
Formula: C2H4N3
Source: OMol25
Level of theory: ωB97M-V with the def2-TZVPD basis set

ORCA input file:
```
! wB97M-V def2-TZVPD RIJCOSX def2/J DEFGRID3
* xyz 1 1
C -1.3736 -0.5014 -0.0494
C 1.9725 0.2626 -0.0126
N 0.8665 -0.2751 0.1733
N -0.1342 -0.9070 0.2375
N -1.6641 0.7033 0.2347
H -2.0723 -1.2157 -0.3425
H 2.3863 0.8821 0.6746
H 2.6222 0.1834 -0.9004
H -2.6033 0.8679 -0.0151
*
```

Kohn-Sham gap: 9.45 eV
SMILES: [H]/N=C/N=[N+]=C

=====

--- y ---
Formula: C2H4N3
Source: OMol25
Level of theory: ωB97M-V with the def2-TZVPD basis set

ORCA input file:
```
! wB97M-V def2-TZVPD RIJCOSX def2/J DEFGRID3
* xyz 1 1
C -0.7795 1.1699 0.2672
C 0.5564 -1.5273 -0.2745
N -0.3762 -0.9525 0.2000
N -1.2075 -0.2269 0.5179
N 0.4243 1.2963 0.0129
H -1.5102 1.8773 0.4101
H 1.4812 -1.4815 0.2044
H 0.5673 -2.3057 -1.1590
H 0.8443 2.1504 -0.1790
*
```

Kohn-Sham gap: 9.78 eV
SMILES: [H]/N=C/N=[N+]=C

=====

Which of them is the least stable? Correct choice: w.